No. 1
This record from the Open Molecules 2025 dataset describes a molecular structure, C17H39IrOP3Se at a distorted geometry. The level of theory is ωB97M-V with the def2-TZVPD basis set.

Properties
multiplicity: 5
E_LUMO (alpha / beta): -8.663 / -12.957 eV
Kohn-Sham gap (alpha / beta): 6.780 / 5.446 eV
E_HOMO (alpha / beta): -15.443 / -18.403 eV
ΔE to the lowest compared entry with this formula, charge and spin: 0.0 kJ/mol
M: 623.60 g mol⁻¹
<S²>: 6.025
charge: +3

Cartesian coordinates (Å):
Ir  0.64  0.24  0.38
P  1.35  2.11  1.35
P  -0.10  -0.75  2.36
P  -1.37  0.87  -0.28
H  2.76  0.22  -3.50
C  2.23  1.09  -3.12
C  1.64  1.08  -1.92
H  1.59  0.08  -1.47
C  3.10  1.83  1.80
C  0.59  2.73  2.89
C  1.40  3.65  0.35
C  -0.66  -2.47  2.05
C  1.21  -0.97  3.62
C  -1.53  -0.07  3.29
C  -1.39  1.41  -2.02
C  -2.22  2.22  0.61
C  -2.57  -0.51  -0.35
H  2.25  1.98  -3.77
H  1.26  1.99  -1.44
H  3.64  1.43  0.93
H  3.18  1.12  2.63
H  3.56  2.78  2.10
H  0.65  2.00  3.70
H  -0.46  3.00  2.73
H  1.13  3.64  3.21
H  2.01  3.52  -0.55
H  1.87  4.44  0.95
H  0.39  3.97  0.08
H  -1.15  -2.89  2.94
H  0.18  -3.12  1.77
H  -1.39  -2.49  1.22
H  0.76  -1.19  4.60
H  1.84  -0.08  3.71
H  1.85  -1.82  3.33
H  -1.62  -0.62  4.24
H  -2.46  -0.19  2.72
H  -1.38  0.99  3.52
H  -2.44  1.55  -2.34
H  -0.93  0.65  -2.66
H  -0.85  2.35  -2.14
H  -3.15  2.45  0.09
H  -1.59  3.13  0.62
H  -2.45  1.92  1.64
H  -3.44  -0.18  -0.94
H  -2.92  -0.80  0.65
H  -2.12  -1.37  -0.85
C  -0.38  -3.49  -2.27
C  0.62  -2.66  -2.80
C  0.29  -1.71  -3.76
C  -1.03  -1.61  -4.23
C  -2.00  -2.52  -3.78
C  -1.68  -3.47  -2.81
Se  0.07  -4.62  -0.78
H  -1.28  -4.41  -0.22
H  1.65  -2.74  -2.45
H  1.05  -1.04  -4.15
H  -1.31  -0.84  -4.95
H  -3.02  -2.49  -4.18
H  -2.42  -4.18  -2.43
O  1.99  -1.44  -0.12
H  2.90  -1.36  0.21
H  1.66  -2.35  0.00

***

No. 2
This record from the Open Molecules 2025 dataset describes a molecular structure, C17H40BrGeNOPdSeSi4. The level of theory is ωB97M-V with the def2-TZVPD basis set.

Properties
multiplicity: 2
E_LUMO (alpha / beta): -11.321 / -11.162 eV
Kohn-Sham gap (alpha / beta): 5.580 / 5.555 eV
E_HOMO (alpha / beta): -16.901 / -16.717 eV
ΔE to the lowest compared entry with this formula, charge and spin: 0.0 kJ/mol
M: 724.75 g mol⁻¹
<S²>: 1.247
charge: +3

Cartesian coordinates (Å):
Pd  -0.36  1.04  0.68
O  5.30  -1.37  1.81
C  4.14  -0.91  1.38
C  3.90  -0.47  0.07
C  2.65  -0.01  -0.26
N  1.64  0.04  0.62
C  1.90  -0.39  1.86
Br  0.38  -0.26  3.01
C  3.09  -0.86  2.31
H  5.99  -1.39  1.13
H  4.68  -0.49  -0.68
H  2.43  0.33  -1.26
H  3.25  -1.19  3.33
C  0.66  6.21  1.37
Si  0.15  5.83  -0.36
C  1.44  5.86  -1.68
C  -1.57  6.28  -0.86
Se  -0.01  3.25  -0.05
H  0.74  7.30  1.45
H  1.63  5.79  1.62
H  -0.08  5.89  2.10
H  1.61  6.91  -1.94
H  1.13  5.35  -2.59
H  2.39  5.45  -1.34
H  -1.59  7.34  -1.14
H  -2.28  6.16  -0.04
H  -1.91  5.71  -1.72
C  -3.14  0.15  3.89
Si  -3.45  1.23  2.42
C  -5.16  1.17  1.69
C  -2.76  2.95  2.55
Ge  -2.46  0.26  0.14
Si  -3.15  -2.52  0.34
C  -2.19  -2.96  1.86
C  -4.98  -2.48  0.49
C  -2.42  -3.01  -1.27
Si  -3.10  0.93  -2.23
C  -2.88  2.78  -2.21
C  -4.89  0.40  -2.31
C  -1.95  0.02  -3.37
H  -3.68  0.59  4.73
H  -2.09  0.11  4.17
H  -3.52  -0.87  3.76
H  -5.81  1.66  2.43
H  -5.55  0.15  1.55
H  -5.28  1.73  0.76
H  -3.35  3.49  3.29
H  -2.82  3.50  1.61
H  -1.72  2.93  2.89
H  -2.68  -2.62  2.77
H  -1.16  -2.61  1.84
H  -2.16  -4.06  1.89
H  -5.34  -2.04  1.42
H  -5.29  -3.53  0.49
H  -5.49  -2.01  -0.36
H  -1.45  -2.56  -1.49
H  -3.10  -2.84  -2.11
H  -2.25  -4.10  -1.19
H  -3.42  3.27  -1.40
H  -3.30  3.16  -3.15
H  -1.83  3.06  -2.17
H  -5.53  0.91  -1.57
H  -5.03  -0.68  -2.23
H  -5.27  0.69  -3.29
H  -0.93  -0.03  -2.98
H  -1.90  0.54  -4.33
H  -2.29  -1.00  -3.58

***

No. 3
This record from the Open Molecules 2025 dataset describes a molecular structure, C17H40CoNP3S at a distorted geometry. The level of theory is ωB97M-V with the def2-TZVPD basis set.

Properties
multiplicity: 5
E_LUMO (alpha / beta): -7.969 / -11.802 eV
Kohn-Sham gap (alpha / beta): 8.313 / 6.354 eV
E_HOMO (alpha / beta): -16.282 / -18.156 eV
ΔE to the lowest compared entry with this formula, charge and spin: 0.0 kJ/mol
M: 442.44 g mol⁻¹
<S²>: 6.040
charge: +3

Cartesian coordinates (Å):
Co  0.09  0.30  1.55
P  1.77  1.09  2.62
P  -1.63  1.59  1.91
P  0.56  0.93  -0.43
H  -1.08  -2.12  1.38
C  -0.28  -1.78  0.72
C  1.02  -1.77  1.23
H  1.15  -2.14  2.26
C  2.16  0.60  4.35
C  1.78  2.91  2.81
C  3.40  0.74  1.85
C  -3.18  0.91  1.20
C  -2.18  2.02  3.62
C  -1.57  3.30  1.22
C  1.73  -0.12  -1.39
C  1.31  2.59  -0.71
C  -0.92  0.95  -1.52
H  -0.53  -1.74  -0.35
H  1.92  -1.67  0.64
H  2.26  -0.48  4.45
H  1.40  0.96  5.06
H  3.12  1.05  4.66
H  0.95  3.24  3.44
H  1.72  3.43  1.84
H  2.72  3.20  3.29
H  3.57  -0.34  1.83
H  4.17  1.22  2.47
H  3.47  1.13  0.82
H  -3.99  1.65  1.32
H  -3.45  -0.01  1.74
H  -3.06  0.66  0.13
H  -2.97  2.79  3.58
H  -1.34  2.42  4.21
H  -2.58  1.14  4.14
H  -2.49  3.82  1.52
H  -1.50  3.30  0.13
H  -0.71  3.84  1.63
H  1.87  0.30  -2.40
H  1.33  -1.14  -1.47
H  2.70  -0.17  -0.87
H  1.36  2.74  -1.80
H  2.33  2.64  -0.30
H  0.71  3.38  -0.26
H  -0.60  1.18  -2.55
H  -1.65  1.70  -1.19
H  -1.40  -0.03  -1.50
C  -0.55  -2.68  -5.06
C  -1.70  -2.85  -5.87
C  -1.96  -4.10  -6.44
C  -1.07  -5.17  -6.28
C  0.12  -4.98  -5.56
C  0.39  -3.73  -4.99
S  -0.23  -1.26  -4.09
H  -1.35  -0.50  -4.10
H  -2.39  -2.02  -6.01
H  -2.87  -4.26  -7.01
H  -1.29  -6.15  -6.70
H  0.83  -5.78  -5.43
H  1.31  -3.56  -4.43
N  -0.60  -0.64  3.53
H  -1.51  -1.11  3.41
H  -0.68  -0.01  4.33
H  0.07  -1.37  3.79

***

No. 4
This record from the Open Molecules 2025 dataset describes a gas-phase ion, C17H40IN6 (charge +1) at a distorted geometry. The level of theory is ωB97M-V with the def2-TZVPD basis set.

Properties
SMILES: CCCCCCCCCN/C(NCC(N)(N)N)=[N+](/CC)CCCI
multiplicity: 1
E_LUMO: -3.153 eV
Kohn-Sham gap: 8.901 eV
E_HOMO: -12.054 eV
M: 455.45 g mol⁻¹
charge: +1

Cartesian coordinates (Å):
C  3.86  -0.53  2.25
C  5.01  -1.38  1.55
C  5.59  -0.72  0.24
C  4.63  -0.80  -1.03
C  4.19  0.66  -1.54
C  2.87  0.64  -2.43
C  1.50  0.75  -1.63
C  1.62  0.48  -0.08
C  0.22  0.62  0.70
N  -0.85  0.81  -0.32
C  -2.15  0.43  0.20
N  -2.47  -0.83  0.05
C  -1.57  -1.82  -0.56
C  -2.27  -3.19  -0.95
N  -2.72  -3.10  -2.34
N  -3.31  -3.66  -0.01
N  -1.18  -4.21  -0.92
N  -2.94  1.45  0.78
C  -3.90  0.97  1.79
C  -3.24  0.43  3.11
C  -3.53  2.38  -0.23
C  -3.00  3.85  0.15
C  -2.01  4.43  -0.96
I  -0.29  5.40  -0.05
H  3.82  0.52  1.85
H  3.96  -0.51  3.37
H  2.89  -1.07  2.05
H  5.84  -1.46  2.29
H  4.61  -2.42  1.35
H  6.53  -1.28  -0.01
H  5.91  0.35  0.41
H  3.75  -1.48  -0.89
H  5.24  -1.26  -1.86
H  5.02  0.98  -2.23
H  4.17  1.42  -0.71
H  2.85  -0.37  -2.95
H  2.97  1.40  -3.24
H  0.78  0.05  -2.15
H  1.16  1.83  -1.74
H  2.27  1.30  0.33
H  2.10  -0.51  0.07
H  0.27  1.54  1.35
H  0.05  -0.32  1.30
H  -0.89  1.76  -0.68
H  -3.39  -1.15  0.37
H  -1.01  -1.46  -1.45
H  -0.79  -2.07  0.22
H  -3.67  -3.45  -2.47
H  -2.10  -3.72  -2.88
H  -3.01  -3.58  0.97
H  -4.17  -3.14  -0.17
H  -1.62  -5.14  -0.94
H  -0.72  -4.18  0.00
H  -4.58  1.83  2.06
H  -4.59  0.21  1.30
H  -2.55  1.16  3.59
H  -4.09  0.27  3.85
H  -2.76  -0.59  2.99
H  -3.13  2.11  -1.25
H  -4.65  2.36  -0.18
H  -3.85  4.55  0.39
H  -2.41  3.77  1.10
H  -1.65  3.59  -1.61
H  -2.62  5.12  -1.60